Computed, not measured: a molecular structure, C18H32NO2P2Sc at a distorted geometry, with ωB97M-V with the def2-TZVPD basis set.

The energy above the lowest of the compared OMol25 structures with the same formula, charge and spin comes out at 0.0000 eV. As for the strongest force on any atom: 2.39 eV Å⁻¹. Its total energy is -64046.1864 eV. The gap between HOMO and LUMO is 7.17 eV. The calculation puts the HOMO energy at -6.814 eV.

Geometry as ORCA input:
```
! wB97M-V def2-TZVPD RIJCOSX def2/J DEFGRID3
* xyz 0 1
C 0.81077 -1.44684 -4.00585
C 0.88485 -1.12646 -2.62899
N -0.30026 -1.02573 -1.90837
C -1.48918 -1.23052 -2.51977
C -1.57298 -1.54181 -3.86715
C -0.41220 -1.64005 -4.62350
C 2.14525 -0.82153 -2.02101
P 2.37716 -0.50669 -0.29499
Sc -0.17687 -0.33332 0.16495
P -2.73641 -0.14961 -0.17399
C -2.80075 -1.10958 -1.76468
O 1.78378 2.15559 -3.09427
O -0.84591 2.36355 -2.45780
H 1.74688 -1.48033 -4.55775
H -2.56410 -1.65741 -4.30068
H -0.46159 -1.85413 -5.68763
C 3.18904 -1.98952 0.41784
C 3.51635 0.91928 -0.12683
H -3.54539 -0.59751 -2.39583
H -3.21383 -2.10108 -1.50538
H 2.10829 1.23507 -2.96884
H 3.04103 -0.89365 -2.65021
C -3.94202 -1.02144 0.88479
C -3.60431 1.37409 -0.67905
H 0.08078 1.60883 0.08615
H -1.01340 3.31285 -2.33719
H 0.10480 2.30563 -2.75639
H 2.08596 2.39930 -3.98389
H -0.19431 -1.90740 0.95463
H -0.35380 1.50873 -0.58049
H 4.21578 -2.12151 0.04800
H 3.19001 -1.90717 1.51367
H 2.58914 -2.87137 0.15540
H 4.55922 0.66838 -0.36694
H 3.18240 1.73693 -0.78138
H 3.46589 1.28665 0.90801
H -4.64028 1.16276 -0.97833
H -3.60367 2.09575 0.14815
H -3.04698 1.81948 -1.51123
H -4.94090 -1.01711 0.42692
H -3.61097 -2.05510 1.05801
H -3.97611 -0.51576 1.85986
C -0.72953 0.43495 2.22644
C 0.14660 0.48881 3.39537
C 1.53813 0.23991 3.34205
C 2.28608 0.22893 4.51939
C 1.66735 0.47552 5.75610
C 0.29012 0.74797 5.80816
C -0.45944 0.75894 4.63535
H -1.53164 -0.31250 2.34796
H -1.12832 1.41364 1.93331
H 2.00637 0.04820 2.36610
H 3.36173 0.04120 4.47691
H 2.25371 0.48000 6.67674
H -0.19931 0.96150 6.76113
H -1.53301 0.96270 4.65700
*
```

natural (NBO) atomic charge list, values in e, 6 entries: atom 1 (C): -0.29, atom 2 (C): 0.25, atom 3 (N): -0.68, atom 4 (C): 0.28, atom 5 (C): -0.34, atom 6 (C): -0.13

***

Computed, not measured: C12H11Cl4N3O2 in the gas phase at a distorted geometry, with ωB97M-V with the def2-TZVPD basis set.

The energy above the lowest of the compared OMol25 structures with the same formula, charge and spin comes out at 0.0000 eV. As for the strongest force on any atom: 2.82 eV Å⁻¹. Its total energy is -71276.0739 eV. The gap between HOMO and LUMO is 7.66 eV. The calculation puts the HOMO energy at -8.528 eV.

Geometry as ORCA input:
```
! wB97M-V def2-TZVPD RIJCOSX def2/J DEFGRID3
* xyz 0 1
Cl -0.20187 4.99492 0.72661
C 0.52395 3.47486 1.08455
C -0.23030 2.34494 1.14984
Cl -1.94547 2.36271 1.30809
C 0.44802 0.95774 1.33255
O 0.19026 0.35261 2.43854
C 1.98124 0.92988 1.03616
O 2.55995 -0.15245 0.82535
C 2.64234 2.18385 1.17471
Cl 4.35367 2.07970 1.19991
C 1.97084 3.40395 1.27531
Cl 2.87178 4.83663 1.53787
C -0.60222 -0.05460 -2.47999
C 0.33707 0.52739 -1.41450
N -0.06379 0.17019 -0.07651
C -0.71803 -0.97299 0.11227
N -1.19650 -1.76427 -0.88043
C -0.79012 -1.54191 -2.28012
C -1.51296 -3.08908 -0.31796
C -1.41504 -2.87506 1.18941
N -0.83182 -1.58393 1.32136
H -1.56618 0.46230 -2.43654
H -0.14999 0.10384 -3.46767
H 1.35129 0.15297 -1.64683
H 0.38608 1.62514 -1.48343
H -1.58746 -1.96918 -2.92590
H 0.15092 -2.10832 -2.49013
H -2.51004 -3.42317 -0.64510
H -0.76089 -3.82034 -0.70114
H -2.39754 -2.91535 1.68142
H -0.76959 -3.61012 1.66861
H -0.51760 -1.08282 2.18367
*
```

natural (NBO) atomic charge list, values in e, 6 entries: atom 1 (Cl): 0.05, atom 2 (C): -0.14, atom 3 (C): -0.02, atom 4 (Cl): 0.07, atom 5 (C): 0.40, atom 6 (O): -0.77

***

Computed, not measured: a molecular structure, C8H7Cl3ILiNO2 at a distorted geometry, with ωB97M-V with the def2-TZVPD basis set.

As for the strongest force on any atom: 1.21 eV Å⁻¹. Its total energy is -59869.2384 eV. The gap between HOMO and LUMO is 5.50 eV. The calculation puts the HOMO energy at -2.884 eV.

Geometry as ORCA input:
```
! wB97M-V def2-TZVPD RIJCOSX def2/J DEFGRID3
* xyz -1 1
Li -0.66413 -0.35628 1.03828
I -1.67347 0.34435 -1.66918
C 0.33029 0.84874 -1.24609
C 0.98850 1.70898 -2.09404
C 2.30237 2.05176 -1.78832
C 2.87532 1.47042 -0.65853
C 2.12980 0.58848 0.09182
N 0.85144 0.29311 -0.16813
H 0.49699 2.09138 -2.97536
H 2.85295 2.72752 -2.42784
H 3.89447 1.69693 -0.38086
H 2.54312 0.10648 0.96498
C -0.49815 1.66356 1.74623
H -1.11513 1.78382 2.63653
H -0.87039 2.36714 0.99914
H 0.50919 1.99347 2.00388
Cl -2.74646 -4.09600 -1.11036
C -2.59906 -3.37426 0.48247
Cl -3.97669 -2.31455 0.76610
Cl -2.59008 -4.65884 1.69173
C -1.28793 -2.50791 0.64921
O -1.20687 -1.97963 1.75898
O -0.54608 -2.44867 -0.31066
*
```

natural (NBO) atomic charge list, values in e, 6 entries: atom 1 (Li): 0.81, atom 2 (I): 0.14, atom 3 (C): 0.12, atom 4 (C): -0.28, atom 5 (C): -0.19, atom 6 (C): -0.26

***

Computed, not measured: a molecular structure, C2H9INP3 at a distorted geometry, with ωB97M-V with the def2-TZVPD basis set.

As for the strongest force on any atom: 3.90 eV Å⁻¹. Its total energy is -39672.6970 eV. The gap between HOMO and LUMO (spin up / spin down) is 7.43 / 5.48 eV. The calculation puts the HOMO energy (spin up / spin down) at -6.641 / -8.211 eV. The expectation value of S² is 2.01.

Geometry as ORCA input:
```
! wB97M-V def2-TZVPD RIJCOSX def2/J DEFGRID3
* xyz 0 3
C -0.46100 -2.27278 -0.35734
C -1.82471 0.20469 0.51281
N 0.81615 1.18263 1.97583
P 2.15118 1.91993 2.83788
P 1.29649 -0.16486 1.07135
P -0.65566 -1.18829 1.08156
I -0.60950 0.95358 3.56529
H 0.30986 -3.17903 -0.26207
H -0.18827 -1.68921 -1.20111
H -1.38711 -2.78221 -0.66666
H -1.58530 0.69446 -0.46819
H -1.79720 1.05838 1.22053
H -2.83814 -0.26612 0.48884
H 1.58833 3.24348 2.93815
H 2.86040 2.41147 1.56870
H 0.74708 0.43463 -0.13996
*
```

natural (NBO) atomic charge list, values in e, 6 entries: atom 1 (C): -0.98, atom 2 (C): -0.93, atom 3 (N): -1.10, atom 4 (P): 0.55, atom 5 (P): 0.51, atom 6 (P): 0.51

***

Computed, not measured: 2 unconnected molecules or ions with the total composition F3H3S2Si2 at a distorted geometry, with ωB97M-V with the def2-TZVPD basis set.

The energy above the lowest of the compared OMol25 structures with the same formula, charge and spin comes out at 1.3547 eV. As for the strongest force on any atom: 5.12 eV Å⁻¹. Its total energy is -45632.1770 eV. The gap between HOMO and LUMO is 8.48 eV. The calculation puts the HOMO energy at -9.351 eV. Its SMILES is F[SiH](F)F.S=[SiH]S.

Geometry as ORCA input:
```
! wB97M-V def2-TZVPD RIJCOSX def2/J DEFGRID3
* xyz 0 1
F -4.34201 0.61681 -0.68705
Si -3.23183 0.13317 0.32509
F -2.15606 -0.31126 -0.73782
F -3.76947 -1.23157 0.92674
H -2.68210 0.95240 1.20956
S 2.02470 1.34089 1.06544
Si 3.09977 0.56457 -0.50053
S 4.33719 -1.15032 -0.27761
H 3.31487 0.78266 -1.82090
H 3.40494 -1.69734 0.49708
*
```

natural (NBO) atomic charge list, values in e, 6 entries: atom 1 (F): -0.65, atom 2 (Si): 2.24, atom 3 (F): -0.66, atom 4 (F): -0.65, atom 5 (H): -0.29, atom 6 (S): -0.62

***

Computed, not measured: a molecular structure, C33H30IrN7Se2 at a distorted geometry, with ωB97M-V with the def2-TZVPD basis set.

The energy above the lowest of the compared OMol25 structures with the same formula, charge and spin comes out at 3.4045 eV. As for the strongest force on any atom: 2.45 eV Å⁻¹. Its total energy is -178642.9539 eV. The gap between HOMO and LUMO (spin up / spin down) is 4.56 / 5.28 eV. The calculation puts the HOMO energy (spin up / spin down) at -14.917 / -15.516 eV. The expectation value of S² is 0.78.

Geometry as ORCA input:
```
! wB97M-V def2-TZVPD RIJCOSX def2/J DEFGRID3
* xyz 3 2
Ir 0.79530 0.41720 0.76766
C -0.10498 -1.98587 4.44309
C 0.35391 -0.97854 3.60275
N -0.08984 -0.88657 2.35144
C -0.98908 -1.77181 1.90419
C -1.34432 -2.84206 2.73525
N -0.91278 -2.92417 3.97748
C -1.55959 -1.52741 0.57688
C -2.67870 -2.20957 0.15853
C -3.21935 -1.95867 -1.11540
C -2.61012 -0.95535 -1.84357
C -1.51182 -0.22249 -1.35115
N -0.96643 -0.56300 -0.16071
C -1.08811 0.93941 -2.08019
C -1.57723 1.21087 -3.38734
N -1.65140 2.40515 -3.89312
C -1.32274 3.45612 -3.10697
C -0.63615 3.25681 -1.95512
N -0.34221 1.97329 -1.50072
C -4.37052 -2.72428 -1.64139
C -4.97062 -2.39818 -2.85945
C -5.99453 -3.20286 -3.34863
N -6.41581 -4.24991 -2.67079
C -5.90182 -4.57535 -1.50418
C -4.86633 -3.83060 -0.94830
H 0.18951 -2.04470 5.48261
H 1.07422 -0.24783 3.94363
H -1.97751 -3.65379 2.40200
H -3.14668 -2.90658 0.83207
H -3.01105 -0.67852 -2.80236
H -1.88581 0.40244 -4.03964
H -1.56588 4.44416 -3.47081
H -0.21895 4.07951 -1.39279
H -4.68669 -1.53506 -3.44492
H -6.47564 -2.99892 -4.29700
H -6.31233 -5.44164 -1.00068
H -4.48062 -4.14429 0.01096
C 1.82710 -3.59312 -0.02038
Se 1.97173 -1.78426 -0.72293
C 3.85019 -1.47717 -0.24046
C 4.06924 -1.42990 1.24891
Se 3.15832 0.05359 2.14730
C 4.50099 1.42060 1.88097
H 2.44079 -4.22939 -0.65555
H 0.78778 -3.90281 -0.09023
H 2.16579 -3.64853 1.01027
H 4.14538 -0.55227 -0.73220
H 4.41527 -2.29907 -0.68500
H 5.13040 -1.32156 1.48004
H 3.70942 -2.33630 1.73268
H 5.36605 1.14642 2.48174
H 4.10229 2.36612 2.23913
H 4.77168 1.48931 0.83225
C -0.32526 4.09850 3.19592
C 0.38241 5.04992 2.47527
C 0.99030 4.67910 1.28253
C 0.90712 3.35839 0.87510
N 0.23323 2.44066 1.58878
C -0.38999 2.80420 2.70821
C 1.65235 2.78292 -0.25730
C 2.99196 3.10407 -0.42930
C 3.77103 2.45089 -1.37351
C 3.21998 1.42406 -2.13655
C 1.87599 1.13306 -2.03772
C 1.04499 1.80676 -1.10617
H -0.81489 4.35335 4.12428
H 0.46701 6.06518 2.83893
H 1.51876 5.40823 0.68337
H -0.94526 2.03559 3.22931
H 3.42900 3.87210 0.19495
H 4.80285 2.74497 -1.51703
H 3.82510 0.90670 -2.86974
H 1.42359 0.45279 -2.74917
*
```

Mulliken atomic charge list, values in e, 6 entries: atom 1 (Ir): 1.62, atom 2 (C): -0.71, atom 3 (C): -0.33, atom 4 (N): 0.26, atom 5 (C): 0.43, atom 6 (C): -0.34

***

Computed, not measured: 2 unconnected molecules or ions with the total composition C3HN3 at a distorted geometry, with ωB97M-V with the def2-TZVPD basis set.

The energy above the lowest of the compared OMol25 structures with the same formula, charge and spin comes out at 0.0080 eV. As for the strongest force on any atom: 4.38 eV Å⁻¹. Its total energy is -7595.3732 eV. The gap between HOMO and LUMO is 10.97 eV. The calculation puts the HOMO energy at -11.120 eV. Its SMILES is C#CC#N.N#N.

Geometry as ORCA input:
```
! wB97M-V def2-TZVPD RIJCOSX def2/J DEFGRID3
* xyz 0 1
C -0.23820 1.15146 -0.64695
C -0.58063 0.73276 0.47048
C -0.76012 0.33730 1.78404
N -0.94503 -0.15599 2.80806
H -0.52013 1.54607 -1.58766
N 1.49146 -2.26183 -1.11302
N 1.55267 -1.34977 -1.71494
*
```

natural (NBO) atomic charge list, values in e, 6 entries: atom 1 (C): -0.10, atom 2 (C): -0.13, atom 3 (C): 0.20, atom 4 (N): -0.23, atom 5 (H): 0.25, atom 6 (N): 0.01

***

Computed, not measured: 2 unconnected molecules or ions with the total composition C2H5NO2 at a distorted geometry, with ωB97M-V with the def2-TZVPD basis set.

The energy above the lowest of the compared OMol25 structures with the same formula, charge and spin comes out at 2.5271 eV. As for the strongest force on any atom: 4.08 eV Å⁻¹. Its total energy is -7738.2242 eV. The gap between HOMO and LUMO is 10.67 eV. The calculation puts the HOMO energy at -9.877 eV. Its SMILES is [H]/N=C/O.C=O.

Geometry as ORCA input:
```
! wB97M-V def2-TZVPD RIJCOSX def2/J DEFGRID3
* xyz 0 1
H -0.38931 -0.95604 0.71373
N 0.27987 -0.32352 0.90062
C 0.09278 0.49160 1.83342
O 0.84661 1.56723 1.99396
H -0.67169 0.38032 2.73402
H 1.67935 1.72342 1.41235
C -0.43574 -0.71058 -2.37602
O -1.32163 -0.17419 -2.97285
H -0.35453 -0.60818 -1.34102
H 0.27430 -1.39004 -2.89821
*
```

natural (NBO) atomic charge list, values in e, 6 entries: atom 1 (H): 0.35, atom 2 (N): -0.75, atom 3 (C): 0.44, atom 4 (O): -0.70, atom 5 (H): 0.15, atom 6 (H): 0.51